{"formula": "C4H12", "method": "ωB97M-V/def2-TZVPD", "charge": 0, "energy_ha": -159.5797, "smiles": "CC.CC", "de_lowest_kcal_mol": 3.3, "homo_lumo_gap_ev": 12.906, "symbols": ["C", "C", "H", "H", "H", "H", "H", "H", "C", "C", "H", "H", "H", "H", "H", "H"], "coordinates": [[0.61035, -0.60747, -2.25043], [1.23338, -1.09210, -0.94462], [-0.09600, 0.20630, -2.09634], [1.39448, -0.23208, -2.90658], [0.11024, -1.42612, -2.77751], [1.93085, -1.91944, -1.08264], [0.48738, -1.43293, -0.22833], [1.74554, -0.26422, -0.45408], [-0.39063, 1.40371, 1.69234], [-1.44716, 0.31133, 1.51281], [-0.43018, 2.11361, 0.87021], [-0.56094, 2.01320, 2.59081], [0.62519, 1.03369, 1.83148], [-2.17428, 0.29246, 2.32095], [-0.99208, -0.67014, 1.40228], [-2.02353, 0.46783, 0.59787]]}